1.
The following is a DFT calculation (ωB97M-V/def2-TZVPD) of C13H34BeF6N3O6P as an isolated structure.

Molar mass (g/mol): 482.40
E_HOMO (alpha / beta) (eV): -1.4 / -4.3
Charge: -1
Multiplicity: 2
Max |F| (eV/A): 3.868
Orbital gap (alpha / beta) (eV): 3.5255 / 6.3780

Element x y z (Å)
Be 37.645 -16.708 -30.044
P 39.710 -15.982 -33.594
F 38.989 -16.152 -32.130
F 38.054 -15.940 -34.041
F 39.827 -14.369 -33.428
F 40.246 -15.908 -35.128
F 41.141 -16.127 -32.797
F 39.818 -17.644 -33.794
O 41.657 -17.841 -28.150
C 40.732 -17.679 -29.110
O 39.543 -17.941 -28.856
O 41.038 -17.230 -30.201
H 41.123 -18.267 -27.476
C 39.269 -12.037 -29.796
C 39.044 -13.541 -29.528
C 38.468 -13.930 -28.174
O 38.358 -15.326 -28.012
C 38.345 -15.817 -26.676
N 38.410 -14.121 -30.696
H 38.372 -11.419 -29.773
H 39.671 -11.887 -30.798
H 40.029 -11.664 -29.109
H 40.098 -13.806 -29.612
H 37.584 -13.383 -27.847
H 39.229 -13.662 -27.440
H 38.236 -16.898 -26.768
H 37.414 -15.485 -26.217
H 39.236 -15.449 -26.168
H 39.148 -14.263 -31.372
H 37.756 -13.393 -30.945
C 34.850 -17.685 -33.868
C 35.502 -17.787 -32.487
C 36.511 -18.914 -32.540
O 37.464 -18.866 -31.465
C 38.385 -19.962 -31.264
N 36.210 -16.512 -32.307
H 34.063 -16.936 -33.790
H 34.510 -18.595 -34.361
H 35.569 -17.427 -34.646
H 34.765 -17.895 -31.691
H 37.048 -18.802 -33.483
H 35.931 -19.836 -32.543
H 38.964 -20.173 -32.163
H 37.854 -20.827 -30.866
H 39.191 -19.756 -30.560
H 36.643 -16.408 -33.213
H 35.515 -15.783 -32.382
C 33.574 -15.568 -27.791
C 34.947 -16.055 -28.159
C 35.010 -17.643 -28.185
O 36.361 -18.065 -28.332
C 36.562 -19.352 -27.759
N 35.385 -15.469 -29.405
H 32.732 -15.781 -28.450
H 33.535 -14.481 -27.723
H 33.320 -16.006 -26.826
H 35.634 -15.675 -27.403
H 34.382 -17.977 -29.011
H 34.549 -17.912 -27.235
H 36.269 -19.395 -26.710
H 37.585 -19.726 -27.808
H 35.907 -19.961 -28.381
H 35.342 -14.479 -29.209
H 34.588 -15.484 -30.026



2.
The following is a DFT calculation (ωB97M-V/def2-TZVPD) of C32H27F4N4PbS2Te as an isolated structure.

Molar mass (g/mol): 942.52
E_HOMO (eV): -9.8
ΔE to the lowest compared entry with this formula, charge and spin (eV): 0.946
Charge: +1
Multiplicity: 1
Max |F| (eV/A): 1.265
Orbital gap (eV): 6.1534

Element x y z (Å)
Pb 0.097 1.048 -1.080
C -0.518 4.517 -0.521
C 0.985 4.284 -0.549
N 1.454 2.936 -0.165
C 2.875 2.834 -0.566
C 3.084 2.616 -2.059
C 1.347 2.708 1.291
C -0.054 2.379 1.823
N -0.826 1.511 0.943
C -2.104 1.242 1.288
C -2.967 0.573 0.390
F -2.446 0.120 -0.796
C -4.307 0.340 0.622
F -5.025 -0.283 -0.325
C -4.913 0.741 1.797
C -4.091 1.336 2.737
F -4.605 1.694 3.921
C -2.744 1.571 2.510
F -2.052 2.119 3.539
H -0.717 5.483 -0.980
H -1.046 3.753 -1.091
H -0.925 4.541 0.482
H 1.318 4.459 -1.575
H 1.481 5.029 0.092
H 3.413 3.736 -0.254
H 3.322 1.988 -0.040
H 2.645 1.669 -2.380
H 4.150 2.569 -2.262
H 2.664 3.417 -2.660
H 1.996 1.866 1.536
H 1.717 3.585 1.835
H 0.097 1.903 2.798
H -0.612 3.305 2.002
H -5.961 0.581 1.981
S 1.908 -0.806 5.337
C 2.206 -1.271 6.953
C 2.148 -2.621 7.127
C 1.840 -3.304 5.937
C 1.678 -2.467 4.860
C 1.319 -2.792 3.501
C 1.540 -1.872 2.474
N 1.208 -2.074 1.212
C 0.556 -3.197 0.851
C 0.369 -4.228 1.806
C -0.185 -5.477 1.389
C -0.558 -5.689 0.107
C -0.504 -4.632 -0.845
C -1.018 -4.769 -2.139
C -1.037 -3.679 -3.003
C -0.495 -2.477 -2.499
N 0.032 -2.337 -1.312
C 0.039 -3.380 -0.468
C -1.593 -3.731 -4.331
C -1.973 -4.826 -5.069
C -2.468 -4.496 -6.342
C -2.470 -3.154 -6.570
S -1.862 -2.266 -5.242
C 0.760 -4.013 3.129
H 2.396 -0.512 7.687
H 2.310 -3.104 8.073
H 1.761 -4.376 5.885
H 2.037 -0.938 2.696
H -0.277 -6.257 2.128
H -0.933 -6.651 -0.210
H -1.421 -5.723 -2.440
H -0.502 -1.590 -3.119
H -1.881 -5.839 -4.727
H -2.802 -5.222 -7.060
H -2.804 -2.631 -7.444
H 0.606 -4.796 3.856
Te 2.181 -0.784 -0.153



3.
The following is a DFT calculation (ωB97M-V/def2-TZVPD) of C39H32F10IrN3O6PS as an isolated structure.

Molar mass (g/mol): 1083.94
E_HOMO (alpha / beta) (eV): -6.8 / -7.0
ΔE to the lowest compared entry with this formula, charge and spin (eV): 0.000
Charge: 0
Multiplicity: 2
Max |F| (eV/A): 0.841
Orbital gap (alpha / beta) (eV): 5.6250 / 5.7666

Element x y z (Å)
Ir -1.735 0.670 -0.726
C -2.306 0.024 -3.548
N -2.939 -0.111 -2.223
C -3.175 -1.510 -1.861
C -1.904 -2.323 -1.755
N -0.741 -1.663 -1.101
C 0.275 -2.437 -0.923
C 0.356 -3.877 -1.246
F -0.716 -4.606 -1.603
C 1.507 -4.568 -1.251
F 1.511 -5.845 -1.594
C 2.774 -4.006 -0.867
F 3.827 -4.817 -0.802
C 2.796 -2.746 -0.472
F 3.923 -2.229 0.032
C 1.633 -1.809 -0.521
F 1.460 0.320 0.596
C -4.232 0.637 -2.198
C -3.978 2.071 -1.790
N -3.209 1.982 -0.564
C -3.305 2.986 0.386
C -3.560 4.328 0.113
F -3.744 4.739 -1.159
C -3.632 5.295 1.102
F -3.872 6.568 0.771
C -3.431 4.948 2.420
F -3.477 5.875 3.381
C -3.192 3.621 2.736
F -3.024 3.269 4.013
C -3.158 2.666 1.744
F -2.992 1.393 2.108
H -2.927 -0.444 -4.320
H -1.320 -0.437 -3.533
H -2.172 1.080 -3.768
H -3.821 -2.004 -2.601
H -3.687 -1.505 -0.901
H -1.582 -2.632 -2.753
H -2.188 -3.215 -1.208
H -4.849 0.179 -1.426
H -4.734 0.537 -3.166
H -4.939 2.568 -1.626
H -3.464 2.622 -2.589
O -0.181 -0.818 1.673
S -1.223 -1.839 2.333
O -1.524 -1.371 3.640
O -2.274 -2.078 1.397
C -0.135 -3.203 2.402
C -0.549 -4.429 2.904
C 0.393 -5.432 3.014
C 1.713 -5.176 2.655
C 2.093 -3.941 2.156
C 1.153 -2.917 1.987
P 1.374 -1.149 1.290
C 2.055 -0.794 -1.608
C 3.062 0.141 -1.361
C 3.537 0.951 -2.379
C 3.022 0.844 -3.664
C 2.024 -0.080 -3.919
C 1.546 -0.896 -2.902
C 2.517 -0.560 2.574
C 2.113 0.640 3.172
C 2.843 1.164 4.227
C 3.994 0.526 4.665
C 4.411 -0.647 4.054
C 3.669 -1.199 3.021
H -1.577 -4.581 3.205
H 0.112 -6.404 3.395
H 2.460 -5.951 2.767
H 3.133 -3.799 1.904
H 3.459 0.265 -0.364
H 4.305 1.681 -2.159
H 3.391 1.483 -4.454
H 1.603 -0.170 -4.912
H 0.767 -1.606 -3.138
H 1.231 1.161 2.818
H 2.512 2.083 4.692
H 4.571 0.947 5.479
H 5.317 -1.140 4.383
H 4.020 -2.109 2.563
C 1.865 3.327 -0.915
C 0.384 2.987 -0.990
C -0.395 4.057 -1.729
O 0.212 1.778 -1.770
C -0.160 2.831 0.456
O 0.077 3.740 1.241
O -0.786 1.751 0.765
H 2.279 3.424 -1.921
H 2.412 2.550 -0.375
H 1.990 4.261 -0.372
H 0.043 4.215 -2.716
H -0.368 4.988 -1.165
H -1.433 3.754 -1.851
H 0.884 1.146 -1.475



4.
The following is a DFT calculation (ωB97M-V/def2-TZVPD) of C20H21CrIN4O5S4 as an isolated structure.

Molar mass (g/mol): 704.58
E_HOMO (alpha / beta) (eV): -4.9 / -4.9
ΔE to the lowest compared entry with this formula, charge and spin (eV): 0.137
Charge: -1
Multiplicity: 2
Max |F| (eV/A): 0.737
Orbital gap (alpha / beta) (eV): 5.8344 / 6.1651

Element x y z (Å)
Cr -0.280 -0.669 -0.600
S -0.157 0.516 2.300
C -0.664 -1.052 2.218
N -0.751 -1.784 1.097
C -1.224 -3.083 1.318
C -1.423 -4.104 0.387
C -1.911 -5.332 0.808
C -2.213 -5.577 2.146
C -2.012 -4.577 3.082
C -1.520 -3.350 2.664
S -1.177 -1.955 3.633
H -1.192 -3.960 -0.655
H -2.058 -6.115 0.074
H -2.595 -6.542 2.454
H -2.232 -4.746 4.130
O -0.786 -2.000 -1.572
O -1.355 -2.121 -2.696
N 5.874 1.413 2.812
C 4.814 1.933 2.054
C 4.926 2.041 0.669
C 3.880 2.549 -0.078
C 2.713 2.960 0.554
C 2.606 2.887 1.935
C 3.653 2.375 2.680
S 1.331 3.456 -0.409
O 0.413 4.127 0.468
O 1.846 4.156 -1.569
N 0.704 2.052 -0.830
C 0.857 1.539 -2.019
S 1.508 2.254 -3.486
C 1.235 0.762 -4.332
C 0.692 -0.158 -3.531
N 0.454 0.261 -2.230
H 6.466 0.775 2.304
H 5.590 1.022 3.696
H 5.832 1.703 0.176
H 3.955 2.611 -1.156
H 1.696 3.213 2.416
H 3.558 2.294 3.757
H 1.503 0.645 -5.369
H 0.445 -1.167 -3.811
I 2.212 -1.363 -0.143
C -3.439 1.753 0.033
C -2.919 0.746 -0.978
C -2.676 1.387 -2.336
C -3.826 -0.468 -1.088
O -1.635 0.356 -0.477
H -4.404 2.149 -0.295
H -2.728 2.573 0.141
H -3.560 1.278 1.008
H -3.624 1.756 -2.735
H -2.257 0.663 -3.036
H -1.983 2.224 -2.243
H -4.810 -0.167 -1.452
H -3.948 -0.941 -0.111
H -3.406 -1.197 -1.780



5.
The following is a DFT calculation (ωB97M-V/def2-TZVPD) of C16H32ClI2IrN2OP2 as an isolated structure.

Molar mass (g/mol): 811.87
E_HOMO (alpha / beta) (eV): -11.9 / -13.8
ΔE to the lowest compared entry with this formula, charge and spin (eV): 0.000
Charge: +2
Multiplicity: 5
Max |F| (eV/A): 3.826
Orbital gap (alpha / beta) (eV): 5.1015 / 3.2483

Element x y z (Å)
I -0.509 -1.910 -2.455
I -0.927 -1.657 1.483
Ir 0.015 -0.287 -0.524
P 2.101 -0.945 0.561
C 2.603 -2.642 0.139
C 3.520 0.115 0.082
H 4.252 0.113 0.901
H 3.289 -0.883 2.662
H 3.187 1.149 -0.085
H 1.823 0.141 2.719
H 2.328 -2.868 -0.900
H 3.991 -0.266 -0.832
C 2.225 -0.824 2.387
H 3.696 -2.735 0.254
H 1.672 -1.633 2.875
H 2.098 -3.356 0.803
P -2.313 0.405 -0.511
C -3.665 -0.726 -1.006
C -2.903 1.073 1.091
H -1.845 2.645 -1.345
H -3.540 2.140 -1.653
H -2.209 1.490 -2.673
C -2.489 1.813 -1.660
H -2.200 1.836 1.442
H -3.904 1.510 0.955
H -4.586 -0.136 -1.143
H -3.834 -1.488 -0.233
H -2.952 0.272 1.841
H -3.410 -1.227 -1.949
Cl 0.418 1.648 0.886
C 1.495 7.423 -2.895
C 2.647 6.734 -2.190
N 2.874 5.352 -2.657
C 4.267 4.871 -2.455
C 4.554 4.250 -1.098
C 1.799 4.494 -2.477
O 0.701 4.903 -2.083
C 1.933 3.022 -2.758
C 2.806 2.419 -3.672
C 2.861 1.033 -3.664
C 2.099 0.302 -2.748
N 1.160 0.873 -1.979
C 1.022 2.211 -2.066
H 1.686 7.470 -3.970
H 1.390 8.440 -2.503
H 0.576 6.870 -2.697
H 3.587 7.274 -2.353
H 2.441 6.718 -1.105
H 4.497 4.154 -3.250
H 4.905 5.756 -2.603
H 3.891 3.396 -0.885
H 5.588 3.889 -1.086
H 4.435 4.996 -0.303
H 3.409 3.013 -4.356
H 3.510 0.483 -4.338
H 2.235 -0.779 -2.661
H 0.224 2.667 -1.478